No. 1
Computed, not measured: a 2-piece molecular cluster, C8H16N3OSi overall, with ωB97M-V/def2-TZVPD.

Properties
**2S+1**: 1
**HOMO-LUMO gap**: 6.011 eV
**Total charge**: +1

```
29
Properties=species:S:1:pos:R:3:forces:R:3
C 0.316521 0.659095 -1.481723 0.5670 0.8024 -0.3823
Si 1.651385 0.729144 -0.189167 -1.7304 -1.8893 0.8964
C 2.519888 -0.929721 -0.118436 0.7939 0.8519 -0.3462
C 0.978493 1.077642 1.508611 0.5569 0.4861 -0.4342
N 2.997912 1.994792 -0.635078 0.3447 0.2475 0.1430
N 3.073894 3.056191 0.356330 0.2817 0.2579 -0.3650
C 4.237544 3.309331 0.732435 -0.0953 -0.8504 0.2233
O 5.286456 3.436016 1.176028 -0.1969 0.5324 -0.1100
H 0.750965 0.434044 -2.459552 -0.1278 -0.0310 -0.0554
H -0.244969 1.591027 -1.568144 -0.0335 -0.0090 -0.0234
H -0.402646 -0.128493 -1.255573 0.1188 -0.0882 0.2151
H 3.591714 -0.781332 0.062081 0.0043 -0.2211 0.1181
H 2.445850 -1.476081 -1.057230 -0.1260 -0.1244 0.0548
H 2.141697 -1.515394 0.716113 -0.1284 -0.0566 -0.0509
H 0.392655 1.993435 1.559920 -0.0058 0.0110 0.1162
H 1.793896 1.119167 2.232122 -0.1238 0.0390 0.1502
H 0.343089 0.226242 1.756761 -0.0403 -0.0231 -0.0244
H 3.887303 1.488429 -0.669980 -0.0740 -0.0902 -0.2157
H 2.846608 2.401261 -1.562669 -0.0226 0.1694 0.0884
N -2.777203 -2.177816 -0.085969 -0.0180 0.0619 0.0047
C -3.181276 -0.995227 0.482876 0.0854 -0.0630 -0.0698
C -4.548782 -0.994753 0.517715 0.0033 0.0568 0.0115
C -4.988593 -2.221102 -0.048704 -0.0082 -0.0095 0.0028
C -3.875431 -2.928992 -0.409071 0.0364 -0.0017 -0.0257
H -1.827280 -2.456340 -0.241660 -0.0142 -0.0652 0.0379
H -2.464217 -0.261923 0.813047 -0.0265 0.0103 0.0324
H -5.167878 -0.204435 0.907477 -0.0038 -0.0035 0.0032
H -6.007443 -2.545649 -0.174190 -0.0014 0.0009 0.0063
H -3.770152 -3.898558 -0.864372 -0.0155 -0.0012 -0.0012
```
Positions in Å, forces in eV/Å.

No. 2
Computed, not measured: a 2-piece molecular cluster, C8H16N5 overall, with ωB97M-V/def2-TZVPD.

Properties
**2S+1**: 1
**HOMO-LUMO gap**: 8.486 eV
**Total charge**: +1

```
29
Properties=species:S:1:pos:R:3:forces:R:3
C 0.791469 -0.048503 -2.675717 1.3076 1.5900 -0.3571
C 1.012175 0.832089 -3.736219 -0.7071 -0.6316 1.5412
C 1.361150 0.623046 -1.564647 -0.6827 0.2724 -0.8864
C -2.624913 -0.041628 1.506897 3.0919 1.8413 -1.8639
C -0.825147 -1.565272 0.790500 -0.7557 -0.2605 0.1837
C -0.507629 0.001260 2.786249 -0.5243 2.4129 -1.3106
C 1.567434 0.254699 -0.132661 -0.6966 5.4932 -2.1620
C -1.087926 -0.161831 1.389736 -0.2355 -2.0236 0.1928
N 1.740987 1.875295 -1.920235 0.5384 -1.7832 2.5943
N 2.487653 -1.917671 0.340667 0.7667 -0.9430 -0.2253
N 2.205704 -0.787883 0.094898 0.4760 -2.7474 1.4214
N 1.559649 1.908960 -3.188171 0.1433 1.8767 -1.3081
N -0.516485 0.775449 0.460372 -0.5905 0.5450 -1.3772
H 0.265324 -0.943300 -2.744798 -0.4532 -1.4489 0.0523
H 0.698706 0.894631 -4.733951 -0.2712 -0.4449 -1.1569
H -3.035235 -0.045011 0.522315 -0.5531 -0.0994 -0.6872
H -2.868381 -0.880653 2.019647 -1.6609 -1.9666 2.0350
H -2.681247 0.924552 1.922240 -1.4066 0.8993 1.0411
H -1.310393 -1.847423 -0.144075 -1.2473 0.3670 0.2322
H -0.870035 -2.424863 1.459552 -0.3270 0.2888 0.2476
H 0.109434 -1.548382 0.376556 2.8349 -0.0760 -0.4217
H 0.522651 0.168209 2.987031 1.3120 0.4297 -0.8734
H -1.036731 0.880949 3.161821 0.1477 -0.2274 0.6702
H -0.659796 -0.829075 3.349326 -1.2842 -2.3817 1.8343
H 1.812397 1.295780 0.266909 0.0448 -2.0450 0.7601
H 1.760606 -2.641369 0.630878 0.0102 1.5113 -0.0455
H 1.738715 2.807507 -3.609196 0.0373 -0.1548 -0.4728
H -0.465012 1.777470 0.755408 -0.4179 -1.1840 -0.2120
H -1.145125 0.662970 -0.371333 1.1028 0.8906 0.5537
```
Positions in Å, forces in eV/Å.

No. 3
Computed, not measured: a 2-piece molecular cluster, C8H16N5O overall, with ωB97M-V/def2-TZVPD.

Properties
**2S+1**: 1
**HOMO-LUMO gap (alpha / beta)**: 7.925 / 6.802 eV
**Total charge**: +1

```
30
Properties=species:S:1:pos:R:3:forces:R:3
C 2.247140 1.111916 -0.232113 -2.1301 -4.0597 1.2129
C 0.030000 -0.155379 -0.265464 2.9250 -0.4565 0.4397
C 0.743825 1.029002 0.237192 1.5229 3.2597 -0.6837
C -3.449048 0.198600 0.412176 -1.0222 2.0515 -3.6375
C -3.436774 -0.954619 -0.609829 0.7323 0.7347 -0.2627
C -2.058848 0.823344 0.318199 -2.3312 1.3515 -2.0184
C -1.954849 -1.273955 -0.858147 -1.7863 0.0879 -1.6879
C 3.040862 2.316355 -0.291327 1.9577 0.8848 1.7541
N 0.733019 -1.278156 -0.496304 -1.5560 0.0552 -0.6205
N -1.247160 -0.148800 -0.367707 0.0221 -0.1964 0.9171
N 2.797246 -0.104431 -0.427145 1.4285 3.4256 -1.3156
N 2.282174 -1.904039 1.711333 3.0622 -0.0561 -0.4840
N 2.017574 -1.242524 -0.273853 0.0689 -0.9570 0.6221
O 3.972506 -0.227743 -0.920592 -1.0625 -0.8650 0.9684
H 0.598670 1.162697 1.327671 0.3877 -0.2615 -0.2827
H 0.352786 2.018216 -0.186248 -0.0989 -1.4548 0.4683
H -4.283764 0.973298 0.187466 1.5562 -1.1649 0.0841
H -3.714430 -0.121809 1.324801 -0.4332 -1.3952 3.4509
H -3.801412 -1.817152 -0.132073 -1.2297 -1.0267 0.1459
H -3.934572 -0.722614 -1.559247 -0.0782 -0.1445 0.4879
H -2.230866 1.701490 -0.342233 0.7023 -0.2254 0.4321
H -1.694519 1.143148 1.247645 0.8438 0.2917 1.2218
H -1.700396 -2.229285 -0.481919 0.7531 -0.6948 1.0189
H -1.753869 -1.344468 -1.914588 0.0818 -0.0855 -0.5396
H 3.690870 2.387350 -1.205650 -0.9406 0.1258 0.6681
H 3.861955 2.201079 0.585007 -1.6973 0.3610 -1.7702
H 2.380700 3.201125 -0.036969 1.0737 -0.8655 -0.6598
H 1.389450 -1.713715 2.090217 -1.4832 -0.7225 0.2833
H 2.595900 -2.902027 1.584830 -1.2467 1.0663 0.3546
H 2.525826 -2.126914 -0.425138 -0.0221 0.9362 -0.5678
```
Positions in Å, forces in eV/Å.

No. 4
Computed, not measured: a 2-piece molecular cluster, C8H16N5O overall, with ωB97M-V/def2-TZVPD.

Properties
**2S+1**: 1
**HOMO-LUMO gap (alpha / beta)**: 7.607 / 7.606 eV
**Total charge**: +1

```
30
Properties=species:S:1:pos:R:3:forces:R:3
C -0.064392 1.438538 -3.650736 2.1845 -0.4078 1.0537
C 1.215784 1.209375 -3.233317 -0.9521 0.3822 -1.1085
C -1.050295 0.515287 -3.167039 0.9249 -0.3643 1.7265
C 0.877850 0.147151 1.602958 -2.2472 0.7189 0.7998
C -0.302650 1.691288 -0.079970 1.9868 0.1558 1.8154
C -1.562140 -0.002098 1.417593 1.5452 0.9505 -0.3430
C 0.577080 -1.048227 -0.505472 0.1412 -1.1950 0.0173
C -0.271202 0.516830 0.879082 1.7879 -1.6090 0.7576
N -0.795115 -0.372050 -2.250263 -2.4083 -0.0371 -0.9816
N 0.419694 -0.514509 -1.718005 2.1541 1.7506 -2.2142
N 0.966934 -0.647019 2.733961 -6.5486 0.5104 -2.6198
N -0.255463 -2.052953 -0.152993 0.7022 0.8939 -1.8264
N 1.559818 0.150037 -2.370554 -1.8766 1.5490 1.5062
O 2.043264 0.583125 1.242671 2.5973 1.2286 -0.4125
H -0.292778 2.299029 -4.243845 -0.1734 0.0955 -0.3066
H 2.051192 1.795614 -3.667559 -0.4175 -0.5354 0.7054
H -2.075519 0.706147 -3.385332 -0.6823 -0.5722 -0.3592
H 0.659399 1.901534 -0.586412 -0.2554 -0.1450 0.4112
H -0.982660 1.624804 -0.873272 -1.3177 -0.2389 -0.6367
H -0.510948 2.525085 0.582145 -0.2886 0.6651 -0.4048
H -1.918082 0.782458 2.011767 -1.2890 1.2217 0.8672
H -1.469086 -0.824939 2.065125 0.1150 -1.2834 0.5586
H -2.210383 -0.237191 0.638472 -1.4177 -0.3720 -1.2324
H 1.646888 -1.120047 -0.192009 -1.0643 0.2955 -0.1531
H -0.022058 -0.870044 3.126706 3.2858 0.2500 -0.3016
H 1.816802 -0.795055 3.136421 2.3901 -0.5267 1.5440
H -1.098572 -2.242626 -0.660146 -0.1779 0.0048 0.0850
H -0.024003 -2.432054 0.701214 -0.0947 -1.3606 1.9111
H 2.185489 -0.470509 -2.775399 1.2099 -1.7406 -0.7932
H 1.951833 1.413920 0.750812 0.1864 -0.2844 -0.0654
```
Positions in Å, forces in eV/Å.

No. 5
Computed, not measured: an isolated ion of composition C8H16NO3 and charge -1, with ωB97M-V/def2-TZVPD.

Properties
**2S+1**: 1
**HOMO-LUMO gap**: 8.043 eV
**Structure (SMILES)**: CC[C@@](ON)(C(=O)[O-])C(C)(C)C
**Total charge**: -1

```
28
Properties=species:S:1:pos:R:3:forces:R:3
C -0.802609 -2.603723 0.681340 0.9836 1.8423 -0.2252
C -1.225607 -1.044117 0.630437 2.0511 -3.4030 3.8629
C -0.204554 0.069339 0.515384 0.5771 -1.3984 0.3356
O -0.978872 1.105840 1.143892 0.0044 0.9246 -1.2582
N -0.478930 1.876083 2.185182 1.6764 1.5513 0.5661
C 0.979558 -0.420999 1.469257 0.6837 -0.0664 0.0585
O 2.077060 -0.773043 1.002848 -0.0498 0.0146 -1.0368
O 0.693271 -0.479933 2.676480 -0.8601 0.0540 0.7059
C 0.179408 0.448646 -0.958162 1.1862 2.4002 2.0226
C 0.502091 -0.675494 -1.864378 0.8820 -1.0103 -2.8938
C 1.439164 1.375510 -0.839381 -0.0039 0.9039 -0.3902
C -0.837524 1.393419 -1.531553 1.7276 1.5087 -0.8132
H 0.106589 -2.680788 1.326318 -0.5398 0.0045 -0.7396
H -0.595131 -2.924113 -0.330954 0.1743 -0.6752 -0.0846
H -1.554293 -3.225432 1.170140 -0.2982 0.2325 -0.2973
H -2.090892 -0.925095 0.103766 -2.3087 0.5901 -1.6130
H -1.416545 -0.987612 1.726358 -0.6403 0.4926 -0.7990
H 0.538058 2.195085 2.047130 -1.8035 -0.8502 -0.3197
H -0.413957 1.242929 2.969693 0.2479 -0.3173 0.1672
H -0.203033 -1.491390 -1.916697 -1.0063 0.2086 -0.3065
H 0.865752 -0.410663 -2.957212 -1.4232 0.2030 1.8134
H 1.355455 -1.252380 -1.636488 1.3786 -0.2618 1.3804
H 1.242876 2.339882 -0.310431 -0.2655 -0.8526 0.0871
H 2.260220 0.872859 -0.343627 0.1314 -0.1080 -0.1715
H 1.722802 1.763072 -1.836045 0.1021 -0.5262 0.0932
H -0.889724 2.344126 -1.037260 0.3285 0.3601 0.9402
H -1.828936 1.158940 -1.593350 -2.6477 -1.5257 -0.4127
H -0.441698 1.709052 -2.492689 -0.2881 -0.2958 -0.6719
```
Positions in Å, forces in eV/Å.

No. 6
Computed, not measured: a 4-piece molecular cluster, C8H16O16S4 overall, with ωB97M-V/def2-TZVPD.

Properties
**2S+1**: 1
**HOMO-LUMO gap**: 10.930 eV
**Structure (SMILES)**: O=S1(=O)OCCO1.O=S1(=O)OCCO1.O=S1(=O)OCCO1.O=S1(=O)OCCO1
**Total charge**: 0

```
44
Properties=species:S:1:pos:R:3:forces:R:3
O -2.475793 -2.704554 1.000805 0.9632 -0.8250 0.3887
S -2.444997 -4.131067 1.106136 -1.2021 -0.3825 -0.2969
O -3.249728 -4.872048 0.182852 0.4159 0.1336 0.6357
O -0.999383 -4.801965 1.143663 0.1409 1.3297 0.0502
C -1.019624 -5.964629 1.989487 -0.8353 -0.5242 -0.8565
C -2.288387 -5.820124 2.890576 1.0588 -0.4740 0.2452
O -2.799506 -4.523215 2.625546 -0.2254 0.3531 -0.5335
H -1.163356 -6.790923 1.289793 0.2044 -0.2095 0.3579
H -0.062930 -6.049260 2.493670 -0.0839 0.2269 0.1310
H -2.009270 -5.874099 3.939871 -0.1628 0.2040 0.0389
H -3.000324 -6.613889 2.675798 -0.2079 0.2231 -0.1488
O 3.284077 7.757199 0.906845 0.6339 -0.2411 -0.7432
S 4.172538 7.545245 -0.200377 0.5762 0.0471 0.4377
O 4.669371 8.668749 -0.939510 -0.6126 -1.2935 0.3503
O 5.435470 6.631595 0.272858 -0.3225 1.1057 -0.2495
C 5.236143 5.257975 -0.009147 -0.5584 -0.8728 -0.0977
C 3.776030 5.144389 -0.524602 1.2266 -0.7824 0.7383
O 3.576882 6.394065 -1.149734 -0.5611 1.3227 -0.1080
H 5.908049 4.878638 -0.782374 0.3023 0.4604 0.1628
H 5.388494 4.723257 0.927818 -0.0374 -0.1669 -0.1742
H 3.154539 4.925457 0.346302 -0.5748 0.4063 -0.4174
H 3.673828 4.387210 -1.294982 -0.1175 -0.0482 0.1160
O 2.221461 2.134282 0.372700 -0.0594 -0.6866 0.1482
S 2.196105 0.717152 0.550248 -0.2763 -1.0105 -0.4460
O 3.412492 -0.003127 0.794656 -0.8202 0.6141 -0.2885
O 1.147125 0.270732 1.676893 0.7823 0.6904 0.6771
C 0.032199 -0.449318 1.208798 -0.3036 -0.7517 -1.1927
C 0.450097 -0.948189 -0.179284 0.1261 0.0756 -0.6958
O 1.349246 0.064409 -0.667362 0.7399 0.6486 0.5267
H -0.157531 -1.323390 1.826870 -0.0775 0.3238 0.3689
H -0.829365 0.214458 1.138421 -0.0331 -0.0607 0.1835
H -0.336364 -1.005028 -0.930076 -0.2096 0.1138 0.2423
H 0.961182 -1.912017 -0.200661 0.1047 0.0478 0.4142
O -1.310765 -0.774248 -3.356384 -0.0037 0.2799 0.1487
S -2.669180 -1.179105 -3.449840 -1.5715 -0.3219 -0.0941
O -3.103373 -1.985727 -4.551226 0.4160 0.5241 1.2513
O -3.109098 -1.812601 -2.013100 0.5596 -0.3465 -1.6260
C -3.625196 -0.832583 -1.145042 -0.4165 0.2506 0.7823
C -3.978094 0.399727 -1.991326 0.6261 1.0825 0.2451
O -3.702231 0.069197 -3.353127 0.4125 -0.6789 -0.1173
H -4.480917 -1.286734 -0.644499 -0.0213 0.1286 -0.1077
H -2.886916 -0.590582 -0.377806 -0.0113 0.0073 -0.1227
H -3.360466 1.262461 -1.724924 0.3138 -0.2385 0.0409
H -4.982544 0.802241 -1.875241 -0.2977 -0.6844 -0.3655
```
Positions in Å, forces in eV/Å.

no.,F_max (eV Å⁻¹)
1,2.7
2,5.9
3,4.7
4,7.1
5,5.5
6,1.8